C23H26BNO6 | ωB97M-V with the def2-TZVPD basis set

XYZ file:
```
57
Properties=species:S:1:pos:R:3:mulliken_charge:R:1
C 2.077 -1.370 -1.004 -1.52
C 2.325 0.095 -1.029 0.32
C 1.373 1.143 -1.148 0.79
C -0.091 0.972 -0.913 -1.03
C -1.091 2.122 -0.856 0.51
C -1.025 3.101 0.148 -0.39
C -1.981 4.123 0.201 -0.68
C -3.017 4.176 -0.732 -0.56
C -3.141 3.134 -1.660 -0.53
C -2.187 2.119 -1.721 -0.52
C 2.103 2.376 -0.989 1.18
C 1.727 3.701 -1.075 -0.07
C 2.705 4.711 -1.010 -0.91
C 4.050 4.375 -0.755 -0.53
C 4.444 3.039 -0.594 -1.04
C 3.474 2.040 -0.751 -0.11
N 3.554 0.643 -0.765 0.13
C 4.744 -0.165 -0.583 -0.97
H 0.991 -1.509 -1.166 0.20
H 2.651 -1.895 -1.812 0.39
H 2.316 -1.820 -0.016 0.35
H -0.493 0.159 -1.566 0.62
H -0.170 0.669 0.109 0.08
H -0.258 2.998 0.918 0.49
H -1.913 4.875 0.981 0.41
H -3.705 5.027 -0.743 0.37
H -3.987 3.135 -2.347 0.38
H -2.339 1.253 -2.372 0.35
H 0.664 3.926 -1.226 0.43
H 2.406 5.748 -1.146 0.39
H 4.759 5.205 -0.675 0.35
H 5.466 2.770 -0.348 0.24
H 5.585 0.498 -0.421 0.34
H 4.644 -0.852 0.264 0.27
H 4.945 -0.777 -1.467 0.30
C 0.774 -5.493 0.686 -1.05
C 0.275 -4.147 1.039 0.89
O 0.886 -3.099 1.260 -0.54
O -1.155 -4.227 0.980 -0.41
B -1.988 -3.222 1.375 0.82
O -3.123 -2.839 0.730 -0.54
C -3.490 -3.128 -0.620 0.81
C -4.863 -3.714 -0.577 -1.06
O -2.806 -2.762 -1.564 -0.51
O -1.572 -2.444 2.438 -0.44
C -1.871 -1.117 2.698 0.90
C -1.905 -1.065 4.186 -1.16
O -1.945 -0.221 1.874 -0.57
H -0.106 -6.006 0.317 0.35
H 1.481 -5.383 -0.118 0.28
H 1.210 -6.122 1.450 0.29
H -5.166 -3.482 0.437 0.32
H -5.562 -3.268 -1.284 0.31
H -4.922 -4.794 -0.705 0.29
H -1.261 -1.865 4.544 0.36
H -1.591 -0.102 4.554 0.32
H -2.904 -1.248 4.568 0.31
```

Properties
- Structure (SMILES): Cc1c(Cc2ccccc2)c2ccccc2n1C.CC(=O)OB(OC(C)=O)OC(C)=O
- Lowest unoccupied orbital energy: 0.199 eV
- Energy: -1423.22175 Eh
- Relative energy (zero: lowest compared OMol25 entry of this formula, charge and spin): 68.0 kJ/mol


C5H37NO13 | ωB97M-V with the def2-TZVPD basis set

XYZ file:
```
56
Properties=species:S:1:pos:R:3:mulliken_charge:R:1
C 3.045 -2.766 2.549 -1.18
N 2.054 -2.098 1.708 -0.03
C 1.837 -2.657 0.406 0.01
C 1.695 -1.492 -0.612 0.23
C 3.051 -0.906 -0.976 -1.87
O 0.767 -0.544 -0.036 0.21
C 0.565 -3.589 0.281 -1.43
H 3.991 -2.254 2.399 0.35
H 3.174 -3.825 2.317 0.35
H 2.792 -2.756 3.607 0.34
H 1.333 -1.601 2.193 0.16
H 2.664 -3.265 0.059 0.66
H 1.159 -1.694 -1.538 0.39
H 2.944 -0.295 -1.871 0.35
H 3.741 -1.722 -1.217 0.46
H 3.630 -0.456 -0.182 0.42
H 1.009 -0.062 0.746 0.07
H 0.039 -3.169 -0.576 0.31
H 0.650 -4.663 0.314 0.32
H -0.116 -3.252 1.071 0.36
H 0.592 1.567 4.999 0.31
H -0.013 0.281 4.677 0.31
O -0.129 1.217 4.457 -0.64
H -2.423 4.128 -2.484 0.34
H -1.058 4.519 -3.044 0.28
O -1.806 3.937 -3.209 -0.61
H -2.900 1.175 -3.743 0.27
H -1.908 2.248 -4.223 0.34
O -2.464 1.513 -4.526 -0.61
H -2.557 -0.849 1.908 0.25
H -3.631 -0.262 2.786 0.36
O -2.912 -0.899 2.800 -0.66
H 3.252 0.395 0.989 -0.01
H 3.019 -0.045 2.399 0.34
O 3.019 0.748 1.855 -0.72
H -1.804 -0.550 -1.820 0.22
H -0.348 -0.432 -1.364 0.31
O -1.056 0.056 -1.838 -0.58
H -4.439 -1.253 0.373 0.30
H -3.090 -0.625 -0.003 0.34
O -3.630 -1.415 -0.115 -0.64
H 0.069 2.803 -1.687 0.27
H 0.825 1.906 -0.839 0.25
O 0.082 2.525 -0.760 -0.58
H -2.090 1.110 -0.563 0.38
H -1.524 1.106 0.678 0.48
O -2.431 1.301 0.343 -0.71
H 0.784 1.528 -4.295 0.25
H -0.044 0.253 -3.657 0.31
O 0.720 0.832 -3.646 -0.55
H -3.258 3.561 -0.353 0.35
H -3.431 2.488 -1.395 0.32
O -3.833 3.300 -1.080 -0.70
H 0.509 2.101 1.464 0.23
H -0.191 1.537 2.586 0.18
O 0.077 1.262 1.688 -0.46
```

Properties
- Lowest unoccupied orbital energy: 0.071 eV
- Energy: -1245.51811 Eh
- Relative energy (zero: lowest compared OMol25 entry of this formula, charge and spin): 358.2 kJ/mol


CHFO | ωB97M-V with the def2-TZVPD basis set

XYZ file:
```
4
Properties=species:S:1:pos:R:3:mulliken_charge:R:1
C 0.391 -0.174 0.034 0.32
O 1.120 -1.089 0.000 -0.26
F 0.669 1.094 -0.007 -0.11
H -2.180 0.169 -0.027 0.05
```

Properties
- Lowest unoccupied orbital energy (alpha / beta): -1.277 / -0.378 eV
- Energy: -213.64263 Eh
- Relative energy (zero: lowest compared OMol25 entry of this formula, charge and spin): 374.7 kJ/mol


HfI2 | ωB97M-V with the def2-TZVPD basis set

XYZ file:
```
3
Properties=species:S:1:pos:R:3:mulliken_charge:R:1
Hf 27.953 -0.974 -12.945 1.11
I 29.871 -2.146 -12.642 0.44
I 26.065 0.047 -13.655 0.45
```

Properties
- Net charge: +2
- Lowest unoccupied orbital energy: -12.866 eV
- Energy: -642.50936 Eh
- Relative energy (zero: lowest compared OMol25 entry of this formula, charge and spin): 231.9 kJ/mol


C4H7NO2 | ωB97M-V with the def2-TZVPD basis set

XYZ file:
```
14
Properties=species:S:1:pos:R:3:mulliken_charge:R:1
C 1.697 0.395 0.064 -1.27
C 0.349 -0.437 -0.098 0.50
C -0.190 -1.216 1.128 -0.16
O 0.230 -2.294 1.473 -0.46
C -0.615 0.612 -0.649 0.30
N -1.970 0.504 -0.549 -0.40
O -0.153 1.633 -1.126 -0.62
H 1.639 1.058 0.937 0.34
H 2.522 -0.305 0.142 0.39
H 1.908 1.075 -0.783 0.32
H 0.539 -1.228 -0.839 0.22
H -1.030 -0.754 1.696 0.38
H -2.489 -0.347 -0.446 0.22
H -2.438 1.304 -0.951 0.26
```

Properties
- Structure (SMILES): C[C@@H](C=O)C(N)=O
- Lowest unoccupied orbital energy: 0.642 eV
- Energy: -361.84440 Eh
- Relative energy (zero: lowest compared OMol25 entry of this formula, charge and spin): 95.7 kJ/mol


CH5PS2 | ωB97M-V with the def2-TZVPD basis set

XYZ file:
```
9
Properties=species:S:1:pos:R:3:mulliken_charge:R:1
C -0.117 1.115 -0.187 -0.77
P -0.604 -0.576 0.417 0.22
S 2.127 -1.342 -0.067 -0.32
S -2.683 -0.842 0.301 -0.27
H -0.745 1.944 0.048 0.35
H 0.036 1.089 -1.379 0.25
H 0.849 1.139 0.318 0.29
H -0.515 -0.398 1.735 0.07
H 1.653 -2.129 -1.185 0.17
```

Properties
- Lowest unoccupied orbital energy (alpha / beta): -2.389 / -2.382 eV
- Energy: -1178.73506 Eh
- Relative energy (zero: lowest compared OMol25 entry of this formula, charge and spin): 293.5 kJ/mol


C3H8NS3 | ωB97M-V with the def2-TZVPD basis set

XYZ file:
```
15
Properties=species:S:1:pos:R:3:mulliken_charge:R:1
C 0.357 0.983 0.556 -0.62
C 0.815 -0.128 1.529 -0.58
C -0.798 -1.779 0.312 -0.14
N -0.265 0.441 -0.601 -0.18
S -0.591 -1.120 1.882 0.16
S -1.516 1.428 -1.457 -0.06
S 0.777 -0.282 -1.778 -0.14
H -0.357 1.628 1.155 0.42
H 1.124 1.724 0.394 0.33
H 1.478 -0.562 0.909 0.40
H 1.259 0.168 2.481 0.44
H -1.790 -2.260 0.200 0.31
H -0.182 -1.707 -0.622 0.25
H -1.374 0.627 -2.592 0.21
H 1.065 0.839 -2.368 0.20
```

Properties
- Net charge: +1
- Lowest unoccupied orbital energy (alpha / beta): -5.872 / -5.873 eV
- Energy: -1368.02533 Eh
- Relative energy (zero: lowest compared OMol25 entry of this formula, charge and spin): 383.3 kJ/mol


C40H82N4O12S | ωB97M-V with the def2-TZVPD basis set

XYZ file:
```
139
Properties=species:S:1:pos:R:3:mulliken_charge:R:1
H 2.143 -2.428 -3.112 0.26
N 1.149 -2.235 -2.978 -0.47
C 1.017 -1.088 -2.472 -0.45
C -0.313 -0.453 -2.144 -0.77
C -0.682 -0.648 -0.652 -0.79
O -1.110 0.533 -0.005 1.23
C -0.125 1.526 0.084 -0.45
C -0.263 2.703 -0.913 -1.38
C -1.634 2.886 -1.570 -0.62
C -2.453 3.957 -0.859 -1.18
C -2.893 3.550 0.544 2.36
C -3.554 4.777 1.212 -1.86
O 1.183 0.989 -0.009 -0.02
C 2.121 1.563 0.891 -0.01
C 3.492 1.452 0.202 -0.78
O 4.378 0.606 0.927 -0.05
C 5.369 1.361 1.605 -0.54
C 4.808 2.202 2.765 -0.93
C -1.863 -1.654 -0.471 1.39
S -1.536 -3.226 -1.368 -0.20
C -3.178 -1.141 -1.115 -1.88
C -4.064 -0.402 -0.081 0.03
C -5.112 -1.337 0.552 -0.44
C -6.407 -0.608 0.920 -0.92
N -6.336 -0.057 2.297 -0.23
C -6.175 1.350 2.295 0.19
N -7.148 2.180 1.618 -0.65
N -5.189 1.824 2.925 -0.42
H -5.241 2.840 2.831 0.18
O -2.172 -1.836 0.883 -0.13
C -1.158 -2.423 1.667 -0.17
C -1.647 -2.445 3.100 -1.28
C -1.848 -1.043 3.681 -0.81
C -0.636 -0.124 3.556 1.27
C -0.979 1.249 4.209 -1.41
H 1.912 -0.484 -2.289 0.14
H -0.180 0.598 -2.393 0.25
H -1.056 -0.833 -2.837 0.71
H 0.172 -1.136 -0.183 0.43
H -0.213 1.958 1.085 0.47
H 0.524 2.645 -1.664 0.72
H -0.061 3.614 -0.349 0.05
H -2.203 1.969 -1.708 -0.06
H -1.457 3.277 -2.575 0.29
H -3.319 4.267 -1.448 0.46
H -1.822 4.842 -0.760 0.27
H -2.026 3.286 1.143 -0.71
H -3.587 2.715 0.506 -0.44
H -3.066 5.693 0.905 0.44
H -4.600 4.791 0.900 0.41
H -3.534 4.672 2.295 0.35
H 1.910 2.605 1.133 -0.17
H 2.164 0.923 1.772 0.24
H 3.938 2.435 0.031 0.43
H 3.335 1.022 -0.785 0.19
H 6.052 0.628 2.029 0.39
H 5.926 1.993 0.912 0.36
H 3.861 1.775 3.081 0.23
H 5.465 2.205 3.628 0.44
H 4.601 3.209 2.411 0.16
H -0.386 -3.696 -0.849 0.13
H -2.986 -0.447 -1.927 0.11
H -3.711 -2.024 -1.457 0.94
H -3.468 0.139 0.644 -0.53
H -4.606 0.354 -0.658 0.90
H -5.361 -2.088 -0.203 0.38
H -4.682 -1.864 1.398 0.02
H -7.239 -1.308 0.863 0.50
H -6.567 0.182 0.186 0.36
H -7.200 -0.271 2.785 0.30
H -7.656 2.723 2.306 0.28
H -6.697 2.824 0.980 0.26
H -0.231 -1.845 1.679 0.06
H -0.929 -3.455 1.394 0.30
H -2.564 -3.029 3.170 0.44
H -0.884 -2.981 3.673 0.46
H -2.027 -1.172 4.752 0.60
H -2.750 -0.563 3.304 0.11
H 0.219 -0.530 4.092 0.51
H -0.398 0.079 2.514 -1.13
H -0.872 2.056 3.484 0.14
H -2.011 1.287 4.546 0.42
H -0.328 1.435 5.059 0.36
C -1.579 -4.440 -5.699 -0.73
C -3.083 -4.276 -5.639 -0.38
O -3.731 -5.042 -6.662 -0.38
C -4.069 -6.337 -6.514 0.72
C -3.498 -7.122 -5.356 -0.83
O -4.761 -6.860 -7.345 -0.56
H -1.281 -5.473 -5.516 0.22
H -1.090 -3.806 -4.957 0.14
H -1.210 -4.171 -6.689 0.34
H -3.489 -4.515 -4.655 0.35
H -3.344 -3.238 -5.838 0.30
H -2.564 -7.587 -5.668 0.23
H -4.209 -7.900 -5.090 0.30
H -3.327 -6.528 -4.460 0.27
C 2.017 8.320 1.001 -1.00
C 0.851 8.017 1.918 -0.45
O 0.264 6.745 1.626 -0.40
C 0.706 5.587 2.147 0.73
C 2.049 5.545 2.836 -1.25
O 0.051 4.591 1.988 -0.32
H 2.828 7.602 1.130 0.25
H 2.408 9.319 1.196 0.39
H 1.701 8.265 -0.041 0.30
H 1.123 8.086 2.972 0.39
H 0.058 8.745 1.755 0.34
H 2.817 5.301 2.102 0.22
H 2.019 4.763 3.591 0.35
H 2.314 6.469 3.346 0.43
C 7.500 -0.522 -4.364 -0.96
C 6.028 -0.716 -4.660 -0.31
O 5.537 -1.946 -4.120 -0.38
C 5.087 -2.075 -2.856 0.66
C 5.367 -0.981 -1.853 -0.78
O 4.530 -3.091 -2.538 -0.56
H 7.689 -0.452 -3.292 0.26
H 7.869 0.388 -4.838 0.36
H 8.074 -1.370 -4.737 0.30
H 5.422 0.126 -4.321 0.29
H 5.878 -0.793 -5.736 0.35
H 6.307 -1.190 -1.345 0.41
H 4.564 -0.978 -1.121 0.04
H 5.400 0.017 -2.287 0.34
C 4.740 -4.085 2.207 -0.79
C 4.020 -5.061 3.114 -0.50
O 2.805 -4.507 3.629 -0.36
C 1.631 -4.564 2.977 0.68
C 1.614 -4.958 1.519 -0.88
O 0.627 -4.226 3.548 -0.57
H 4.148 -3.842 1.324 0.14
H 5.692 -4.501 1.877 0.40
H 4.930 -3.150 2.734 0.27
H 3.833 -6.020 2.628 0.38
H 4.634 -5.272 3.988 0.33
H 1.708 -4.060 0.907 0.10
H 0.658 -5.433 1.306 0.38
H 2.389 -5.669 1.243 0.37
```

Properties
- Structure (SMILES): [H]/N=C/C[C@@H](O[C@H](CCCCC)OCCOCC)[C@](S)(CCCCN/C(N)=N/[H])OCCCCC.CCOC(C)=O.CCOC(C)=O.CCOC(C)=O.CCOC(C)=O
- Lowest unoccupied orbital energy: 0.202 eV
- Energy: -3093.30708 Eh